1.
Entry from OMol25: a structure of composition C38H69N4O4PSbSi3Ti in a non-equilibrium geometry (wB97M-V/def2-TZVPD).

Each line ends with the Mulliken spin population.
CARTESIAN COORDINATES (ANGSTROEM)
Ti -0.34 0.76 0.25  0.03
C -1.71 1.71 3.47  0.00
C -0.32 1.19 3.63  -0.08
C 0.23 1.24 4.90  0.17
C 1.57 0.87 5.08  0.04
C 2.31 0.56 3.99  0.05
C 1.72 0.57 2.70  0.19
N 0.36 0.78 2.54  0.10
C 2.49 0.38 1.53  0.04
C 3.91 0.31 1.53  0.23
C 4.57 0.16 0.33  0.03
C 3.86 0.11 -0.87  0.31
C 2.46 0.23 -0.83  -0.08
N 1.79 0.32 0.36  0.21
C 1.63 0.27 -1.98  0.21
C 2.19 0.31 -3.27  -0.02
C 1.40 0.32 -4.38  0.15
C 0.00 0.24 -4.18  0.07
C -0.52 0.22 -2.92  -0.02
C -1.99 0.08 -2.77  0.03
N 0.24 0.28 -1.77  0.17
H -2.42 1.08 4.01  0.00
H -1.99 1.75 2.42  0.00
H -1.77 2.72 3.89  0.00
H -0.39 1.58 5.72  0.02
H 2.02 0.86 6.07  0.00
H 3.36 0.30 4.09  0.02
H 4.47 0.40 2.44  0.02
H 5.65 0.10 0.31  0.00
H 4.38 -0.03 -1.80  0.01
H 3.27 0.35 -3.38  0.01
H 1.83 0.36 -5.37  0.02
H -0.68 0.19 -5.02  0.01
H -2.33 -0.85 -3.24  -0.01
H -2.51 0.91 -3.25  -0.01
H -2.23 0.07 -1.72  -0.01
C -1.48 5.61 -2.88  0.00
C -2.13 4.55 -2.00  0.00
C -3.16 3.76 -2.80  0.00
C -2.77 5.18 -0.76  0.00
O -1.13 3.56 -1.64  0.02
P 0.00 3.81 -0.54  -0.01
O 0.01 5.18 0.00  0.00
O -0.16 2.68 0.50  0.01
O 1.30 3.44 -1.39  0.01
C 2.55 4.19 -1.40  0.00
C 2.31 5.62 -1.88  0.00
C 3.15 4.15 0.00  -0.01
C 3.43 3.46 -2.39  -0.02
H -2.24 6.33 -3.22  0.00
H -1.03 5.14 -3.76  0.00
H -0.71 6.14 -2.32  0.00
H -3.96 4.41 -3.13  0.00
H -3.58 2.96 -2.19  0.00
H -2.68 3.31 -3.68  0.00
H -3.81 5.45 -0.97  0.00
H -2.22 6.06 -0.44  0.00
H -2.77 4.47 0.06  0.00
H 1.64 6.15 -1.21  0.00
H 1.88 5.60 -2.89  0.00
H 3.27 6.14 -1.92  0.00
H 2.54 4.72 0.70  0.00
H 4.16 4.58 -0.02  0.00
H 3.22 3.12 0.34  0.01
H 2.92 3.36 -3.35  0.00
H 3.67 2.46 -2.02  0.02
H 4.36 4.01 -2.53  0.00
C -3.68 -0.56 1.98  -0.01
C -3.45 0.27 0.70  0.02
C -4.27 -0.43 -0.40  0.00
C -4.06 1.67 0.87  0.00
N -2.02 0.40 0.41  0.00
H -4.41 -1.36 1.80  0.00
H -4.08 0.05 2.80  0.00
H -2.75 -1.01 2.32  0.01
H -5.30 -0.53 -0.06  0.00
H -3.88 -1.43 -0.59  0.00
H -4.28 0.13 -1.33  0.00
H -5.09 1.60 1.22  0.00
H -4.06 2.20 -0.08  0.00
H -3.49 2.27 1.59  0.00
C -2.21 -3.98 -1.94  0.00
Si -1.67 -4.35 -0.18  0.02
C -3.14 -4.25 0.99  0.00
C -1.23 -6.18 -0.20  0.00
Sb -0.02 -2.45 0.40  -0.04
Si 0.45 -3.39 2.76  0.01
C -0.81 -2.63 3.93  -0.01
C 2.16 -2.97 3.38  -0.01
C 0.26 -5.25 2.94  0.00
Si 2.00 -3.61 -0.72  0.00
C 2.02 -5.49 -0.78  0.00
C 2.03 -3.08 -2.52  -0.01
C 3.61 -3.11 0.11  -0.02
H -2.99 -4.69 -2.26  0.00
H -1.37 -4.08 -2.63  0.00
H -2.60 -2.97 -2.05  0.00
H -4.06 -4.48 0.44  0.00
H -3.26 -3.28 1.46  0.00
H -3.03 -5.00 1.79  0.00
H -2.20 -6.67 -0.34  0.00
H -0.79 -6.55 0.72  0.00
H -0.59 -6.47 -1.03  0.00
H -0.58 -1.58 4.12  0.01
H -0.79 -3.17 4.88  0.00
H -1.82 -2.68 3.53  0.00
H 2.41 -1.92 3.23  0.02
H 2.93 -3.57 2.89  0.00
H 2.20 -3.18 4.45  0.00
H -0.76 -5.59 2.75  0.00
H 0.51 -5.51 3.98  0.00
H 0.93 -5.82 2.29  0.00
H 1.34 -5.86 -1.56  0.00
H 1.78 -5.99 0.15  0.00
H 3.04 -5.77 -1.08  0.00
H 1.03 -3.06 -2.97  0.00
H 2.65 -3.78 -3.09  0.00
H 2.45 -2.07 -2.63  0.00
H 3.84 -3.78 0.94  0.00
H 3.60 -2.09 0.49  0.02
H 4.41 -3.20 -0.63  0.00

* HOMO-LUMO gap (spin up / spin down): 4.78 / 7.51 eV
* 2S+1: 3
* strongest force on any atom: 1.463 eV/Å
* HOMO level (spin up / spin down): -0.0815 / -0.1824 hartree
* charge: -1
* relative energy (zero: lowest compared OMol25 entry of this formula, charge and spin): 0.8631 eV

***

2.
Entry from OMol25: an isolated molecule of C6H9Cl2O2P in a non-equilibrium geometry (wB97M-V/def2-TZVPD).

Each line ends with the Löwdin charge.
CARTESIAN COORDINATES (ANGSTROEM)
C -2.59 -1.79 0.31  -0.01
C -1.27 -1.92 0.10  -0.23
P -0.42 -0.59 -0.92  0.34
O -1.11 0.28 -1.89  -0.38
Cl 1.14 -1.48 -1.86  0.44
C 0.26 0.36 0.51  -0.38
C 1.36 -0.33 1.39  -0.09
C 0.65 1.89 0.01  -0.16
C 1.17 1.79 -1.37  -0.88
O 2.10 1.16 -1.83  -0.03
Cl 0.27 2.86 -2.43  0.69
H -3.07 -2.58 0.86  0.05
H -3.40 -1.22 -0.13  0.07
H -0.49 -2.43 0.58  0.05
H -0.55 0.57 1.08  0.06
H 2.14 -1.05 1.01  0.08
H 0.86 -0.94 2.13  0.06
H 1.93 0.53 1.77  0.08
H -0.37 2.51 0.10  0.15
H 1.38 2.37 0.60  0.09

* HOMO-LUMO gap: 10.55 eV
* 2S+1: 1
* strongest force on any atom: 4.820 eV/Å
* HOMO level: -0.3759 hartree
* relative energy (zero: lowest compared OMol25 entry of this formula, charge and spin): 0.8030 eV
* SMILES string: C=C[P@](=O)(Cl)[C@@H](C)CC(=O)Cl

***

3.
Entry from OMol25: a structure of composition C19H26N2O3S2 in a non-equilibrium geometry (wB97M-V/def2-TZVPD).

Each line ends with the Löwdin charge.
CARTESIAN COORDINATES (ANGSTROEM)
C 2.11 0.34 1.35  -0.09
C 2.18 -0.61 2.41  -0.30
O 1.82 -1.84 1.72  -0.19
C 1.85 -2.98 2.75  -0.23
C 1.56 -4.22 2.16  -0.20
H 1.25 -5.17 2.86  0.16
H 0.39 -4.30 1.66  0.17
C 2.54 -4.79 0.95  -0.14
N 2.63 -3.96 -0.20  0.07
C 2.07 -4.28 -1.31  -0.38
O 1.59 -5.49 -1.82  -0.10
C 2.31 -3.30 -2.57  -0.22
H 1.61 -3.38 -3.08  -0.07
H 3.14 -3.30 -2.93  -0.02
S 2.10 -1.49 -1.88  0.82
C 0.25 -1.80 -1.06  -0.23
C -0.47 -0.43 -1.18  -0.42
C -1.02 -0.04 -2.46  -0.15
O -1.59 1.35 -2.37  0.08
C -1.46 1.36 -0.96  -0.31
N -0.60 0.48 -0.38  0.18
C -1.95 2.46 -0.37  -0.02
C -2.63 3.56 -1.12  0.00
C -3.15 4.60 -0.42  -0.17
C -2.61 5.06 0.73  -0.44
C -2.10 4.07 1.66  -0.17
C -1.56 2.87 1.24  0.10
H -1.08 2.15 1.45  -0.04
H -1.92 4.04 2.78  0.12
S -3.37 6.36 1.91  0.82
C -4.17 7.41 0.50  -0.31
H -4.39 8.30 1.14  0.04
H -3.54 7.68 -0.21  -0.02
H -4.98 6.83 0.35  -0.02
H -3.54 5.44 -0.92  0.08
H -2.86 3.45 -2.25  0.14
C -0.86 -0.40 -3.94  0.00
H -1.64 -1.65 -3.87  0.19
H -1.60 0.10 -4.59  0.06
H -0.02 -0.72 -4.40  -0.01
H 0.29 -1.84 0.08  0.07
H -0.32 -2.78 -1.61  0.16
H 2.77 -3.09 0.07  0.04
H 2.16 -5.86 0.76  0.14
H 3.51 -4.97 1.39  0.11
H 2.79 -3.05 3.25  0.10
H 1.09 -2.75 3.65  0.17
H 3.19 -0.72 2.98  0.17
H 1.59 -0.44 3.09  0.02
H 2.89 -0.04 0.44  0.12
H 2.52 1.33 1.71  0.10
H 1.22 0.48 0.87  0.00

* HOMO-LUMO gap: 6.23 eV
* 2S+1: 1
* strongest force on any atom: 16.312 eV/Å
* HOMO level: -0.2593 hartree
* relative energy (zero: lowest compared OMol25 entry of this formula, charge and spin): 17.0777 eV

***

4.
Entry from OMol25: a cluster of 3 separate species, C7H9Cl3N in total in a non-equilibrium geometry (wB97M-V/def2-TZVPD).

Each line ends with the Löwdin charge.
CARTESIAN COORDINATES (ANGSTROEM)
Cl -9.88 -29.86 4.30  -0.65
Cl -10.54 -30.69 7.89  0.51
C -12.21 -31.17 7.53  -0.66
C -12.81 -30.09 6.63  -0.67
Cl -13.07 -28.54 7.51  0.47
H -12.71 -31.29 8.49  0.05
H -12.17 -32.06 6.91  0.07
H -13.76 -30.40 6.20  0.06
H -12.12 -29.84 5.82  -0.03
N -5.76 -30.27 4.04  0.08
C -4.43 -30.44 3.92  -0.18
C -3.76 -30.48 2.72  -0.11
C -4.49 -30.35 1.54  -0.10
C -5.86 -30.20 1.63  -0.08
C -6.44 -30.12 2.90  -0.15
H -3.87 -30.57 4.84  0.09
H -2.70 -30.71 2.65  0.09
H -4.00 -30.61 0.61  0.09
H -6.50 -30.08 0.77  0.10
H -7.52 -30.12 3.02  0.01

* HOMO-LUMO gap: 7.13 eV
* 2S+1: 1
* strongest force on any atom: 1.385 eV/Å
* HOMO level: -0.1458 hartree
* charge: -1
* relative energy (zero: lowest compared OMol25 entry of this formula, charge and spin): 0.5021 eV

***

5.
Entry from OMol25: a cluster of 11 separate species, H22O11 in total in a non-equilibrium geometry (wB97M-V/def2-TZVPD).

Each line ends with the Löwdin charge.
CARTESIAN COORDINATES (ANGSTROEM)
O 0.81 -0.51 0.25  -0.07
H 1.31 -1.33 0.14  0.04
H -0.11 -0.81 0.29  0.02
O 0.18 1.24 -2.72  -0.05
H 0.05 0.91 -3.62  0.04
H -0.26 2.09 -2.71  0.03
O -2.60 -0.58 -1.14  -0.10
H -2.31 -0.49 -0.23  -0.02
H -2.54 0.31 -1.50  0.03
O -0.23 2.94 0.15  -0.09
H 0.55 2.64 -0.33  0.06
H 0.04 2.88 1.08  0.05
O 3.57 0.30 -1.76  -0.06
H 3.88 1.20 -1.61  0.03
H 4.19 -0.05 -2.42  0.03
O -4.67 0.29 -0.57  -0.06
H -4.27 1.16 -0.47  0.04
H -4.33 -0.21 0.18  0.01
O 3.74 -2.01 0.48  -0.05
H 4.33 -2.44 -0.15  0.05
H 2.98 -2.60 0.53  0.04
O -0.32 -1.22 2.47  -0.05
H -1.22 -0.89 2.35  0.02
H 0.07 -0.58 3.07  0.05
O 3.19 0.67 1.11  -0.07
H 2.66 1.07 1.80  0.03
H 3.82 0.12 1.59  0.03
O -2.89 -2.29 1.00  -0.03
H -2.92 -3.14 0.55  0.06
H -3.81 -2.12 1.24  0.05
O -0.86 1.23 -0.05  -0.14
H -0.33 0.81 0.64  0.02
H -1.71 1.39 0.37  0.07

* HOMO-LUMO gap: 7.45 eV
* 2S+1: 1
* strongest force on any atom: 9.360 eV/Å
* HOMO level: -0.2735 hartree
* relative energy (zero: lowest compared OMol25 entry of this formula, charge and spin): 7.2488 eV
* SMILES string: O.O.O.O.O.O.O.O.O.O.O

***

6.
Entry from OMol25: an isolated molecule of C5H12N2O in a non-equilibrium geometry (wB97M-V/def2-TZVPD).

Each line ends with the Löwdin charge.
CARTESIAN COORDINATES (ANGSTROEM)
C -1.27 -1.77 0.21  0.02
C 0.02 -1.45 0.25  -0.37
N 0.88 -1.93 1.34  0.07
C 0.79 -0.58 -0.78  -0.14
C 0.79 0.94 -0.68  -0.31
N 1.11 1.35 0.77  0.02
C -0.68 1.46 -1.02  -0.23
O -1.29 1.79 0.17  -0.11
H -1.71 -2.32 1.00  0.04
H -1.82 -1.45 -0.61  0.03
H 0.34 -2.33 2.11  0.09
H 1.57 -1.22 1.54  0.06
H 1.78 -0.97 -0.85  0.09
H 0.28 -0.73 -1.86  0.16
H 1.61 1.29 -1.27  0.12
H 1.28 2.31 0.91  0.03
H 0.20 1.16 1.40  0.13
H -0.43 2.41 -1.56  0.13
H -1.36 0.78 -1.48  0.10
H -2.09 1.27 0.39  0.11

* HOMO-LUMO gap: 9.18 eV
* 2S+1: 1
* strongest force on any atom: 4.047 eV/Å
* HOMO level: -0.3071 hartree
* relative energy (zero: lowest compared OMol25 entry of this formula, charge and spin): 3.0630 eV
* SMILES string: C=C(N)C[C@H](N)CO

***

7.
Entry from OMol25: an isolated molecule of C35H60N6O10 in a non-equilibrium geometry (wB97M-V/def2-TZVPD).

Each line ends with the Löwdin charge.
CARTESIAN COORDINATES (ANGSTROEM)
C 4.02 -0.27 0.80  -0.01
H 4.29 -0.75 -0.14  0.07
H 3.48 0.65 0.58  0.07
H 4.92 -0.03 1.35  0.09
C 3.14 -1.22 1.61  -0.55
C 3.90 -2.50 1.95  -0.01
H 4.82 -2.26 2.46  0.09
H 3.29 -3.13 2.59  0.09
H 4.12 -3.04 1.03  0.08
C 1.85 -1.55 0.85  0.00
H 1.26 -2.27 1.41  0.10
H 2.10 -1.96 -0.12  0.08
H 1.26 -0.65 0.71  0.07
O 2.81 -0.65 2.90  0.04
C 2.17 0.54 2.98  -0.56
O 1.87 1.25 2.05  0.08
N 1.93 0.83 4.28  0.09
H 2.16 0.13 4.96  0.15
C 1.32 2.07 4.70  -0.18
H 1.79 2.38 5.64  0.12
H 1.54 2.81 3.93  0.12
C -0.20 1.95 4.90  -0.18
H -0.40 1.02 5.44  0.11
C -0.96 1.94 3.57  -0.19
C -1.09 3.34 2.98  -0.12
C -1.65 3.30 1.54  -0.19
N -0.70 2.75 0.62  0.14
C -0.84 1.55 0.04  -0.39
O -1.78 0.79 0.28  0.03
C 0.25 1.24 -0.90  -0.15
C 0.44 0.13 -1.72  -0.09
N 1.66 0.34 -2.32  0.16
C 2.13 1.51 -1.85  -0.15
N 1.31 2.08 -1.01  0.13
H 3.08 1.91 -2.14  0.13
H 2.16 -0.35 -2.88  0.12
C -0.36 -1.04 -2.10  -0.39
O -0.13 -1.63 -3.16  0.03
N -1.28 -1.44 -1.22  0.16
C -2.13 -2.58 -1.48  -0.18
C -3.56 -2.24 -1.05  -0.45
O -4.53 -2.39 -1.75  0.13
O -3.54 -1.77 0.19  0.03
C -4.70 -1.17 0.82  -0.56
C -5.16 0.02 -0.02  -0.01
H -5.95 0.56 0.50  0.09
H -5.53 -0.30 -0.98  0.08
H -4.31 0.69 -0.17  0.08
C -4.17 -0.70 2.17  -0.02
H -4.93 -0.15 2.71  0.09
H -3.31 -0.06 2.00  0.06
H -3.85 -1.55 2.77  0.09
C -5.81 -2.20 0.98  -0.02
H -6.64 -1.76 1.53  0.09
H -6.16 -2.54 0.01  0.08
H -5.44 -3.07 1.53  0.09
H -2.13 -2.78 -2.55  0.15
C -1.66 -3.82 -0.69  -0.12
H -1.76 -3.60 0.37  0.12
H -2.33 -4.65 -0.93  0.13
C -0.21 -4.21 -0.99  -0.19
H 0.41 -3.32 -0.89  0.08
H 0.12 -4.93 -0.23  0.12
C 0.01 -4.82 -2.38  -0.17
H -0.36 -5.84 -2.40  0.12
H -0.55 -4.24 -3.12  0.11
C 1.48 -4.79 -2.78  -0.17
N 1.90 -3.42 -2.95  0.10
C 3.15 -2.95 -2.98  -0.54
O 3.39 -1.76 -3.12  0.04
O 4.06 -3.92 -2.82  0.04
C 5.47 -3.64 -2.94  -0.57
C 5.78 -3.11 -4.34  -0.02
H 5.42 -3.81 -5.10  0.09
H 6.85 -2.98 -4.46  0.09
H 5.29 -2.15 -4.49  0.08
C 6.14 -5.01 -2.73  -0.02
H 7.21 -4.91 -2.83  0.09
H 5.89 -5.39 -1.75  0.09
H 5.78 -5.71 -3.48  0.09
C 5.93 -2.66 -1.87  -0.02
H 5.46 -1.69 -2.03  0.07
H 7.01 -2.53 -1.93  0.09
H 5.67 -3.03 -0.88  0.08
H 1.15 -2.75 -3.17  0.09
H 1.62 -5.35 -3.71  0.12
H 2.10 -5.26 -2.01  0.12
H -1.54 -0.80 -0.45  0.11
H 0.12 3.28 0.38  0.14
H -2.55 2.69 1.51  0.16
C -1.99 4.73 1.12  -0.44
O -1.25 5.42 0.47  0.13
O -3.16 5.08 1.62  0.04
C -3.71 6.41 1.41  -0.56
C -2.78 7.46 2.03  -0.02
H -2.61 7.23 3.08  0.09
H -3.24 8.44 1.96  0.09
H -1.83 7.48 1.51  0.08
C -5.05 6.38 2.14  -0.02
H -5.69 5.61 1.71  0.09
H -5.55 7.34 2.04  0.09
H -4.90 6.17 3.19  0.09
C -3.91 6.67 -0.08  -0.02
H -4.41 7.63 -0.23  0.09
H -2.95 6.69 -0.60  0.08
H -4.52 5.89 -0.52  0.09
H -1.76 3.94 3.60  0.12
H -0.12 3.83 2.95  0.12
H -0.43 1.30 2.86  0.10
H -1.96 1.52 3.72  0.11
H -0.54 2.78 5.51  0.11

* HOMO-LUMO gap: 9.49 eV
* 2S+1: 1
* strongest force on any atom: 1.036 eV/Å
* HOMO level: -0.3253 hartree
* relative energy (zero: lowest compared OMol25 entry of this formula, charge and spin): 0.0518 eV

***

8.
Entry from OMol25: the ion CClF2O3S with charge -1 in a non-equilibrium geometry (wB97M-V/def2-TZVPD).

Each line ends with the Löwdin charge.
CARTESIAN COORDINATES (ANGSTROEM)
O 1.05 -1.40 -0.82  -0.35
S 1.03 -0.10 -0.19  0.37
O 1.32 0.97 -1.09  -0.35
O 1.66 -0.02 1.10  -0.34
C -0.80 0.11 0.20  -1.00
F -1.24 -1.01 0.81  -0.03
F -0.99 1.15 1.02  -0.01
Cl -2.03 0.31 -1.01  0.71

* HOMO-LUMO gap: 9.06 eV
* 2S+1: 1
* strongest force on any atom: 1.871 eV/Å
* HOMO level: -0.2049 hartree
* charge: -1
* relative energy (zero: lowest compared OMol25 entry of this formula, charge and spin): 0.4294 eV
* SMILES string: O=S(=O)([O-])C(F)(F)Cl

***

no.,total energy (eV)
1,-117262.387
2,-44796.108
3,-50901.286
4,-46464.389
5,-22874.265
6,-10405.361
7,-66691.193
8,-35974.121